The following is a quantum chemistry calculation of a structure of composition C14H20BInN2O5, from the Open Molecules 2025 dataset.

```
! RIJCOSX wB97M-V def2-TZVPD def2/J DEFGRID3
* xyz 2 1
In -0.38 0.15 1.05
C 2.54 4.57 0.21
N 1.53 3.88 1.01
C 0.99 4.52 2.23
C 1.09 2.70 0.69
O 0.21 2.11 1.41
C 1.67 1.99 -0.53
O 0.94 0.79 -0.80
C 0.22 0.70 -2.03
C -1.28 0.67 -1.76
O -1.67 0.69 -0.56
N -2.12 0.62 -2.76
C -3.57 0.58 -2.53
C -1.72 0.62 -4.17
H 2.83 5.48 0.72
H 2.14 4.85 -0.77
H 3.43 3.96 0.09
H 1.46 5.49 2.35
H 1.20 3.90 3.10
H -0.09 4.65 2.14
H 2.70 1.71 -0.33
H 1.66 2.65 -1.40
H 0.54 -0.21 -2.54
H 0.47 1.55 -2.67
H -3.78 0.54 -1.47
H -3.98 -0.30 -3.03
H -4.02 1.48 -2.96
H -0.65 0.55 -4.29
H -2.08 1.53 -4.64
H -2.18 -0.24 -4.66
O 0.84 -2.42 2.41
B -0.18 -1.95 1.65
O -1.03 -2.89 1.16
C -0.51 -4.09 1.67
C -0.98 -5.37 1.50
C -0.26 -6.37 2.14
C 0.88 -6.08 2.90
C 1.34 -4.78 3.06
C 0.61 -3.81 2.42
H -1.87 -5.58 0.92
H -0.58 -7.40 2.05
H 1.40 -6.89 3.38
H 2.21 -4.55 3.66
*
```

Values from the calculation:
Energy above the lowest of the compared OMol25 structures with the same formula, charge and spin, kJ/mol: 7.0
E_HOMO, eV: -13.9
Lowest unoccupied orbital energy, eV: -6.37
HOMO-LUMO gap, eV: 7.56

***

The following is a quantum chemistry calculation of a structure of composition C14H20BN10Rb, from the Open Molecules 2025 dataset.

```
! RIJCOSX wB97M-V def2-TZVPD def2/J DEFGRID3
* xyz 1 2
Rb 0.52 -0.34 0.20
C -1.42 -1.61 4.13
C -0.46 -0.62 3.88
N -0.70 0.04 2.76
N -1.82 -0.54 2.24
C -2.25 -1.54 3.04
B -2.49 -0.18 0.93
N -2.55 -1.42 0.04
C -3.41 -1.77 -0.95
C -2.95 -2.94 -1.51
C -1.78 -3.23 -0.79
N -1.53 -2.33 0.14
N -1.92 1.01 0.16
C -1.88 1.18 -1.18
C -1.28 2.39 -1.43
C -1.02 2.92 -0.15
N -1.41 2.09 0.81
N -3.97 0.33 1.32
C -4.37 0.79 2.46
C -5.64 1.42 2.26
C -5.90 1.24 0.87
N -4.91 0.61 0.31
H -1.48 -2.29 4.96
H 0.39 -0.35 4.48
H -3.11 -2.14 2.76
H -4.27 -1.17 -1.17
H -3.40 -3.50 -2.31
H -1.12 -4.08 -0.91
H -2.27 0.44 -1.86
H -1.10 2.85 -2.39
H -0.56 3.86 0.12
H -3.77 0.71 3.36
H -6.26 1.89 3.01
H -6.76 1.56 0.30
N 1.26 -0.56 -2.76
C 2.49 0.20 -3.03
C 3.64 -0.24 -2.13
N 3.43 0.19 -0.74
H 1.40 -1.52 -3.04
H 0.51 -0.20 -3.34
H 2.29 1.26 -2.85
H 2.82 0.11 -4.07
H 4.57 0.14 -2.55
H 3.70 -1.33 -2.14
H 3.56 1.20 -0.68
H 4.16 -0.21 -0.15
*
```

Values from the calculation:
E_HOMO (alpha / beta), eV: -11.8 / -11.8
Lowest unoccupied orbital energy (alpha / beta), eV: -2.20 / -6.84
HOMO-LUMO gap (alpha / beta), eV: 9.62 / 4.97

***

The following is a quantum chemistry calculation of a structure of composition C14H20BrClN4O3STi, from the Open Molecules 2025 dataset.

```
! RIJCOSX wB97M-V def2-TZVPD def2/J DEFGRID3
* xyz 0 3
Ti -0.21 -0.94 0.64
N 1.89 -1.56 1.05
C 2.69 -2.51 0.24
C 1.93 -3.81 0.01
C 0.69 -3.67 -0.86
N -0.40 -2.95 -0.18
H 2.46 -0.74 1.22
H 1.73 -1.98 1.97
H 3.63 -2.74 0.73
H 2.93 -2.05 -0.72
H 1.64 -4.24 0.98
H 2.60 -4.52 -0.47
H 0.36 -4.67 -1.16
H 0.95 -3.13 -1.78
H -0.62 -3.43 0.70
H -1.24 -3.02 -0.76
N 0.36 -0.25 -1.28
C 0.72 1.11 -0.87
C 0.96 2.10 -1.81
C 1.31 3.37 -1.39
C 1.45 3.64 -0.04
C 1.22 2.66 0.91
C 0.84 1.39 0.49
S 1.81 5.33 0.51
O 0.48 5.79 0.85
O 2.40 5.96 -0.66
O 2.70 5.14 1.64
H -0.36 -0.20 -1.99
H 1.17 -0.69 -1.71
H 0.86 1.86 -2.87
H 1.50 4.18 -2.09
H 1.32 2.92 1.95
H 0.61 0.64 1.27
Cl -5.67 -1.80 -0.14
C -4.40 -0.65 0.08
C -4.67 0.71 0.07
C -3.60 1.56 0.28
C -2.33 1.05 0.44
N -2.05 -0.28 0.40
C -3.11 -1.10 0.26
H -5.68 1.08 -0.07
H -3.74 2.64 0.31
H -1.50 1.73 0.61
H -2.93 -2.17 0.32
Br -0.72 -1.76 2.92
*
```

Values from the calculation:
Energy above the lowest of the compared OMol25 structures with the same formula, charge and spin, kJ/mol: 224.3
E_HOMO (alpha / beta), eV: -7.1 / -7.9
Lowest unoccupied orbital energy (alpha / beta), eV: -0.79 / -0.86
HOMO-LUMO gap (alpha / beta), eV: 6.27 / 7.06

***

E_tot values, unit eV, following the record order: -33898.2158, -31070.5150, -143462.2494.